1.
Computed, not measured: 2 unconnected molecules or ions with the total composition C8H13N4 at a distorted geometry, with wB97M-V/def2-TZVPD.

XYZ file:
```
25
Properties=species:S:1:pos:R:3:forces:R:3
C 4.217946 0.482111 0.151742 1.15 -0.75 1.63
C 4.101058 -0.669494 0.832398 -2.09 0.88 -2.44
C 2.082084 -0.248874 -0.156199 0.68 -0.46 0.25
C -0.766983 2.131520 0.425582 0.12 0.74 1.02
C -3.329347 -0.822646 0.531773 2.50 1.91 0.27
C -1.175510 1.047389 -0.119622 0.94 -1.73 -0.96
C -0.493526 -0.582468 -1.811046 2.32 1.42 2.28
C -2.341846 -0.972745 -0.374116 -0.98 0.58 1.13
N 2.996574 0.720285 -0.406403 -0.11 1.35 -0.14
N -3.539183 0.099090 1.483222 0.71 0.44 -0.95
N 2.841477 -1.149989 0.564666 -1.09 1.38 -0.75
N -1.325086 -0.087849 -0.674346 0.08 1.98 -0.21
H 5.138535 1.034080 0.190903 -0.32 0.76 -0.53
H 4.752468 -1.185083 1.381001 2.58 -1.86 1.95
H -1.334375 3.043532 0.302483 0.17 0.25 -0.35
H 0.057640 2.149100 1.159163 -0.51 -0.26 -0.37
H -3.995410 -1.558894 0.631370 -2.35 -3.10 -0.07
H 0.547973 -0.186584 -1.586287 -1.07 -1.49 -0.16
H -0.701376 -1.611053 -1.929287 0.77 -1.31 0.68
H -0.756335 -0.262427 -2.730897 -1.56 2.08 -2.79
H 2.804419 1.652784 -0.765032 -0.32 -0.71 -0.19
H -2.188964 -1.758186 -1.026453 -1.04 -1.92 -0.53
H -4.165883 -0.034725 2.207706 -1.68 -0.84 1.09
H 2.515610 -2.083619 0.679848 -0.09 -0.35 0.55
H -3.109028 0.969798 1.597614 1.19 1.02 -0.39
```
Forces are in eV/Å.

The relative energy (zero: lowest compared OMol25 entry of this formula, charge and spin) comes out at 5.145 eV. As for the LUMO energy: -3.77 eV. The largest force on an atom is 3.89 eV/A. As for the orbital gap: 8.024 eV. The value obtained for the HOMO energy is -11.791 eV. As for the spin multiplicity: 1. As for the charge: +1.

2.
Computed, not measured: 2 unconnected molecules or ions with the total composition C8H13N5 at a distorted geometry, with wB97M-V/def2-TZVPD.

XYZ file:
```
26
Properties=species:S:1:pos:R:3:forces:R:3
C -1.864307 -1.351712 -2.156906 0.55 0.75 -0.16
C -1.072971 0.603162 -1.793421 3.20 4.21 -3.19
C -2.119957 -1.049868 -0.848585 1.05 -0.62 -0.30
C -2.573107 -1.450847 0.385245 -0.96 0.16 0.74
C 1.339084 1.780712 2.319550 1.78 0.49 2.19
C 2.279381 -0.723746 -1.160457 -1.13 1.10 -0.12
C 1.263384 1.294716 0.922004 3.42 -1.56 -0.51
C 1.507308 -0.943654 0.099050 1.04 0.32 -0.21
N -1.205529 -0.314092 -2.740585 -0.64 -0.81 0.37
N -2.359814 -0.410763 1.187126 0.51 -0.40 -1.71
N -1.510534 0.187953 -0.640601 -2.69 -1.76 2.64
N -1.733178 0.576570 0.609328 0.76 2.95 0.79
N 1.102027 -0.125982 0.982095 -1.07 -2.65 -0.50
H -1.993514 -2.306412 -2.538258 -0.33 -1.28 -1.30
H -0.552908 1.631799 -2.047668 -1.28 -2.35 1.08
H -3.226170 -2.204387 0.726908 -0.27 -0.92 -0.02
H 0.530160 2.442612 2.565210 -0.45 0.27 0.21
H 1.382692 0.963701 3.082734 -0.26 0.50 -0.83
H 2.280864 2.341441 2.486932 -0.49 -0.05 -0.04
H 3.321517 -0.980046 -1.097283 0.29 -0.71 -0.09
H 1.676569 -1.193474 -1.938299 0.61 -0.48 -0.23
H 2.227388 0.298113 -1.397359 0.24 1.58 -0.59
H 0.427233 1.750236 0.515857 -1.42 0.70 -1.55
H 2.242309 1.452079 0.343350 -1.45 0.67 0.61
H -2.797458 -0.239356 2.054898 -0.01 0.13 1.05
H 1.429529 -2.028758 0.079132 -0.97 -0.26 1.67
```
Forces are in eV/Å.

The relative energy (zero: lowest compared OMol25 entry of this formula, charge and spin) comes out at 4.026 eV. As for the LUMO energy: 0.71 eV. The largest force on an atom is 6.17 eV/A. As for the orbital gap: 8.203 eV. The value obtained for the HOMO energy is -7.495 eV. As for the spin multiplicity: 1. As for the charge: 0.

3.
Computed, not measured: a molecular structure, C8H13NO8P2SW at a distorted geometry, with wB97M-V/def2-TZVPD.

XYZ file:
```
34
Properties=species:S:1:pos:R:3:forces:R:3
W -0.239593 -0.058281 0.526834 -0.80 -0.64 -0.57
O 0.366833 -0.278086 -1.555142 0.10 0.12 0.51
N 0.475663 -1.507669 -2.056531 0.00 -0.13 -0.12
C 0.420257 -1.624527 -3.401287 -0.01 0.08 0.03
C 0.562202 -2.832553 -4.019855 0.01 -0.10 -0.04
C 0.768541 -3.970904 -3.224953 -0.01 0.07 0.04
C 0.820345 -3.832278 -1.864546 0.02 -0.03 -0.06
C 0.673779 -2.576084 -1.238583 -0.01 0.01 0.18
S 0.732957 -2.339876 0.450719 0.04 0.11 0.02
H 0.252298 -0.687520 -3.910207 0.00 0.01 0.01
H 0.503347 -2.891392 -5.096758 0.00 0.02 0.00
H 0.879738 -4.946515 -3.679971 0.00 0.00 0.00
H 0.971713 -4.682445 -1.214350 0.00 0.00 0.01
C 1.656661 3.809089 2.343691 -0.01 0.01 0.01
C 1.032520 2.461276 2.647290 -0.07 -0.06 0.01
O 0.827033 2.349837 4.059031 0.01 0.01 -0.01
P 2.116076 1.060819 2.198266 0.12 0.06 -0.04
O 3.529734 1.484916 2.847259 0.02 -0.01 0.02
O 2.468628 1.166666 0.645557 -0.08 -0.02 -0.03
O 1.665409 -0.259659 2.677968 0.05 -0.01 -0.05
P -0.582354 2.186955 1.804125 0.14 0.09 -0.08
O -1.393805 3.550835 2.151674 0.01 0.01 0.01
O -0.412750 2.162934 0.290248 -0.01 0.10 0.08
O -1.246069 1.009297 2.466538 0.06 -0.10 -0.06
H 2.598063 3.912999 2.883404 0.01 0.01 -0.02
H 0.972249 4.595606 2.660837 0.00 -0.01 0.00
H 1.839622 3.904391 1.273258 0.01 0.00 0.00
H 0.227764 1.596141 4.181588 -0.01 0.00 -0.01
H 3.862798 0.744812 3.368148 -0.01 0.01 0.02
H 2.039007 0.513144 0.045710 0.12 0.11 0.04
H -1.641152 3.963636 1.316205 -0.01 0.00 0.01
C -2.015961 -0.692065 0.161733 0.25 0.25 0.09
H -2.283088 -1.330761 -0.692741 0.06 0.00 -0.02
H -2.885366 -0.452042 0.784972 0.02 0.02 0.03
```
Forces are in eV/Å.

The relative energy (zero: lowest compared OMol25 entry of this formula, charge and spin) comes out at 0.854 eV. As for the LUMO energy (alpha / beta): 2.87 / 2.87 eV. Its expectation value of S² is 0.770. The largest force on an atom is 1.17 eV/A. As for the orbital gap (alpha / beta): 5.025 / 4.831 eV. The value obtained for the HOMO energy (alpha / beta) is -2.154 / -1.965 eV. As for the spin multiplicity: 2. As for the charge: -1.

4.
Computed, not measured: a single C8H13NOS molecule at a distorted geometry, with wB97M-V/def2-TZVPD.

XYZ file:
```
24
Properties=species:S:1:pos:R:3:forces:R:3
C 0.224770 1.495837 1.121460 -0.78 0.57 -1.22
C 0.718267 1.227804 -1.254910 2.98 1.53 -0.09
C -1.071158 1.388283 0.798817 -0.10 -0.20 -0.10
C 1.131401 1.402826 0.003916 0.97 0.12 1.34
C 3.053765 -0.035874 0.217186 1.61 -1.40 -1.02
C -3.048612 -2.183124 0.349134 1.99 1.38 -0.50
C 2.595582 1.459119 0.315630 0.47 -1.84 1.13
C -2.036613 -1.789970 -0.812771 0.19 -3.09 0.32
N -1.027630 -0.769709 -0.521485 -2.55 0.02 -0.05
O -0.502438 1.432557 -1.655520 -3.33 -0.13 -1.22
S -1.674604 0.648202 -0.744487 2.58 -0.30 1.84
H 0.557921 1.728374 2.155887 -0.25 -0.18 -0.97
H 1.391290 1.225734 -2.125635 0.09 -0.21 0.66
H -1.801363 1.478398 1.540789 -1.30 0.05 0.92
H 2.440106 -0.680207 0.858332 0.13 0.41 0.25
H 4.134226 -0.227299 0.456116 -0.84 0.48 0.28
H 2.989360 -0.627379 -0.771351 -0.37 1.68 0.89
H -3.822147 -2.867613 0.052158 -0.36 -0.11 -0.43
H -2.494511 -2.639919 1.158338 0.06 0.05 0.39
H -3.439615 -1.207733 0.666554 -0.37 -0.44 0.28
H 3.038979 2.127935 -0.414450 0.67 -0.02 0.23
H 2.833258 1.769565 1.431705 -0.65 -0.22 -2.42
H -1.520928 -2.724597 -1.182625 -0.11 0.79 0.77
H -2.669316 -1.631210 -1.642791 -0.77 1.07 -1.27
```
Forces are in eV/Å.

The relative energy (zero: lowest compared OMol25 entry of this formula, charge and spin) comes out at 3.895 eV. As for the LUMO energy: 0.40 eV. The largest force on an atom is 3.55 eV/A. As for the orbital gap: 8.659 eV. The value obtained for the HOMO energy is -8.256 eV. As for the spin multiplicity: 1. As for the charge: 0.